1.
A molecular structure, C32H53FN4O3PtSb in a non-equilibrium geometry, computed with wB97M-V/def2-TZVPD.

XYZ file:
```
95
Properties=species:S:1:pos:R:3
Pt -1.344 0.957 0.687
C -0.502 3.036 2.998
C 0.400 3.288 1.795
N -0.334 3.121 0.536
C -1.420 4.063 0.228
C -2.651 3.288 -0.234
N -2.977 2.156 0.697
C -3.414 2.657 2.046
C -2.728 1.883 3.143
N -1.287 1.786 2.848
H 0.117 2.992 3.893
H -1.194 3.868 3.130
H 0.855 4.278 1.889
H 1.198 2.543 1.792
H 0.323 3.087 -0.228
H -1.633 4.665 1.110
H -1.150 4.761 -0.565
H -3.496 3.975 -0.319
H -2.478 2.842 -1.213
H -3.694 1.569 0.274
H -3.192 3.718 2.107
H -4.492 2.550 2.156
H -2.918 2.343 4.117
H -3.128 0.870 3.170
H -0.886 1.074 3.444
C -0.631 -6.268 -1.170
C -1.840 -5.896 -0.320
C -3.099 -6.540 -0.873
C -4.328 -6.079 -0.109
C -4.449 -4.588 -0.230
C -5.674 -3.963 -0.281
C -5.757 -2.576 -0.398
F -6.958 -2.013 -0.437
C -4.643 -1.787 -0.458
C -3.384 -2.398 -0.403
C -2.194 -1.578 -0.401
O -2.284 -0.325 -0.620
C -0.972 -2.238 -0.161
C -0.947 -3.636 -0.130
N -2.012 -4.392 -0.255
C -3.288 -3.796 -0.307
C 0.282 -1.521 0.021
O 1.365 -2.218 -0.097
O 0.368 -0.286 0.306
H -0.662 -7.338 -1.369
H 0.321 -6.061 -0.681
H -0.661 -5.746 -2.128
H -1.695 -6.239 0.707
H -2.980 -7.619 -0.798
H -3.208 -6.284 -1.931
H -4.238 -6.358 0.945
H -5.229 -6.553 -0.494
H -6.588 -4.541 -0.227
H -4.730 -0.716 -0.549
H -0.002 -4.142 -0.002
C 5.123 0.954 -1.257
C 3.626 0.829 -1.390
C 3.112 0.539 -2.784
C 2.863 1.969 -0.736
Sb 3.079 -1.023 -0.110
C 3.937 -1.066 1.948
C 3.518 0.263 2.579
C 5.441 -1.187 1.787
C 3.306 -2.243 2.679
C 4.005 -2.921 -1.334
C 3.902 -3.994 -0.274
C 3.008 -3.021 -2.470
C 5.395 -2.464 -1.696
H 5.415 1.839 -1.836
H 5.667 0.111 -1.670
H 5.443 1.124 -0.230
H 3.245 1.446 -3.385
H 2.050 0.289 -2.797
H 3.672 -0.252 -3.277
H 2.983 2.873 -1.345
H 3.231 2.196 0.264
H 1.803 1.722 -0.686
H 3.984 1.116 2.083
H 3.849 0.279 3.622
H 2.433 0.390 2.576
H 5.882 -0.393 1.188
H 5.741 -2.152 1.381
H 5.875 -1.112 2.790
H 2.216 -2.188 2.690
H 3.650 -2.219 3.718
H 3.606 -3.201 2.263
H 2.924 -4.023 0.200
H 4.685 -3.904 0.476
H 4.037 -4.968 -0.762
H 1.983 -3.087 -2.116
H 3.208 -3.951 -3.020
H 3.106 -2.206 -3.181
H 5.974 -2.129 -0.839
H 5.391 -1.703 -2.473
H 5.937 -3.327 -2.107
```

Net charge ... +3
Lowest unoccupied orbital energy ... -8.625 eV
Frontier orbital gap ... 7.021 eV
M ... 877.637 g mol⁻¹

=====

2.
2 unconnected molecules or ions with the total composition C32H53N5O4PS2 in a non-equilibrium geometry, computed with wB97M-V/def2-TZVPD.

XYZ file:
```
97
Properties=species:S:1:pos:R:3
C 4.357 4.063 3.319
C 2.913 4.230 3.786
C 2.047 4.962 2.755
C 1.673 4.039 1.586
O 0.315 4.198 1.150
C -0.673 3.335 1.644
N -0.333 2.834 2.974
C -1.958 4.167 1.651
C -3.223 3.340 1.838
C -3.308 2.263 0.762
P -4.997 1.513 0.694
N -4.747 0.180 -0.367
O -5.035 0.848 2.209
N -2.085 1.362 0.849
C -2.027 0.461 2.059
C -2.270 -1.001 1.731
C -1.850 -1.854 2.931
C -2.330 -3.295 2.852
O -3.743 -3.392 2.815
C -0.829 2.180 0.623
C 0.379 1.250 0.479
C 1.367 1.688 -0.626
C 1.301 0.730 -1.813
S 2.773 0.811 -2.889
C 3.110 -0.900 -3.247
S 3.246 -1.310 -4.800
N 3.373 -1.890 -2.232
C 2.221 -2.467 -1.594
C 2.045 -2.461 -0.209
C 0.902 -3.014 0.346
C -0.085 -3.569 -0.456
C 0.099 -3.605 -1.834
C 1.250 -3.064 -2.390
C 4.507 -1.635 -1.373
C 4.609 -0.582 -0.471
C 5.754 -0.421 0.288
C 6.818 -1.302 0.148
C 6.714 -2.357 -0.745
C 5.567 -2.519 -1.503
H 4.759 5.027 2.999
H 5.000 3.716 4.126
H 4.447 3.371 2.482
H 2.914 4.756 4.741
H 2.494 3.239 3.985
H 2.644 5.782 2.360
H 1.143 5.335 3.233
H 1.911 3.004 1.823
H 2.274 4.307 0.717
H -1.149 2.419 3.410
H -0.123 3.639 3.558
H -2.022 4.703 0.701
H -1.868 4.918 2.434
H -3.284 2.897 2.833
H -4.101 3.974 1.714
H -3.207 2.774 -0.200
H -3.798 -0.166 -0.458
H -5.281 -0.608 -0.012
H -5.960 0.697 2.442
H -2.145 0.732 0.049
H -2.774 0.795 2.776
H -1.058 0.566 2.538
H -1.634 -1.289 0.888
H -3.318 -1.196 1.518
H -0.764 -1.828 3.047
H -2.271 -1.404 3.836
H -1.864 -3.811 2.007
H -2.000 -3.808 3.755
H -4.034 -3.423 1.900
H -0.980 2.662 -0.346
H -0.005 0.269 0.183
H 0.893 1.139 1.430
H 1.133 2.700 -0.963
H 2.371 1.762 -0.214
H 0.480 1.029 -2.466
H 1.153 -0.290 -1.496
H 2.799 -2.045 0.442
H 0.785 -3.000 1.423
H -0.975 -3.987 -0.001
H -0.634 -4.039 -2.500
H 1.389 -3.106 -3.461
H 3.796 0.116 -0.356
H 5.816 0.408 0.980
H 7.718 -1.163 0.729
H 7.538 -3.047 -0.854
H 5.505 -3.335 -2.209
C -2.119 -2.996 -6.140
C -2.634 -3.916 -5.058
O -1.886 -4.414 -4.228
N -3.963 -4.181 -5.041
C -4.989 -3.691 -5.943
H -1.046 -2.893 -6.015
H -2.321 -3.407 -7.130
H -2.581 -2.011 -6.068
H -4.241 -4.807 -4.302
H -5.748 -3.133 -5.392
H -5.477 -4.521 -6.454
H -4.554 -3.036 -6.689
```

Net charge ... +1
Lowest unoccupied orbital energy ... -2.513 eV
Frontier orbital gap ... 7.528 eV
M ... 666.915 g mol⁻¹

=====

Across the entries above, electronic energy takes the values -58625.194 -80637.889 eV, respectively.